Record 1
Molecular formula: C23H34Cl2MnN3O3
Method: DFT, ωB97M-V/def2-TZVPD

Structure (ORCA input):
```
! wB97M-V def2-TZVPD RIJCOSX def2/J DEFGRID3
* xyz -1 6
O -1.3876 -0.0002 1.7247
C -2.6562 0.2443 1.4938
C -3.4971 -1.0353 1.6937
C -2.9198 -2.3014 1.5694
H -1.8571 -2.3850 1.3196
C -3.6969 -3.4524 1.7348
H -3.2236 -4.4301 1.6081
C -5.0547 -3.3359 2.0590
H -5.6628 -4.2269 2.1922
C -5.6343 -2.0639 2.2034
H -6.6921 -1.9585 2.4563
C -4.8509 -0.9201 2.0195
H -5.2746 0.0856 2.1201
H -3.0519 1.0338 2.1789
C -2.8715 2.4625 -0.0707
C -2.7695 0.9486 -0.0630
H -3.8311 2.8014 -0.5013
H -2.0623 2.8915 -0.6794
H -2.7861 2.8590 0.9460
C -3.4177 0.1794 -1.0190
C -3.9593 0.6636 -2.3134
H -3.6010 -0.8651 -0.8012
H -5.0508 0.5190 -2.3939
H -3.5059 0.0953 -3.1389
H -3.7486 1.7273 -2.4935
Mn -0.8213 0.4429 -0.4003
Cl -0.9722 -1.6529 -1.0589
Cl -0.6724 1.4132 -2.3936
C 1.9733 -0.3645 -2.4115
O 2.0215 0.1421 -1.2853
N 2.9024 -0.1863 -3.3765
C 4.0672 0.6516 -3.1531
C 2.8103 -0.8410 -4.6699
H 1.1234 -1.0103 -2.7049
H 3.9923 1.1151 -2.1681
H 4.1233 1.4226 -3.9312
H 4.9836 0.0510 -3.2194
H 1.9077 -1.4578 -4.6891
H 3.6929 -1.4736 -4.8479
H 2.7614 -0.0951 -5.4782
H 2.0978 4.8560 0.9659
H 1.8156 4.4603 3.5368
C 1.0317 4.6026 0.9118
C 0.8078 4.0854 3.3273
N 0.7143 3.6302 1.9476
H 0.7912 4.1943 -0.0672
C 0.3108 2.3969 1.6322
O 0.1146 2.0572 0.4256
H 0.5820 3.2429 3.9996
H 0.1326 1.7017 2.4647
H 0.4623 5.5221 1.1001
H 0.0917 4.8965 3.5148
C 4.2767 -2.2680 4.4503
C 3.2747 -1.7721 3.4435
C 2.0743 -1.2137 3.8713
C 1.1586 -0.7516 2.9107
N 1.4177 -0.8112 1.6098
C 2.5393 -1.3631 1.1824
C 3.5206 -1.8608 2.0661
H 4.6158 -1.4522 5.1030
H 3.8346 -3.0376 5.0974
H 5.1465 -2.6943 3.9489
H 1.8128 -1.1141 4.9246
H 0.1947 -0.3403 3.2016
H 2.6864 -1.4054 0.1094
H 4.4277 -2.2877 1.6558
*
```

Calculated values
energy above the lowest of the compared OMol25 structures with the same formula, charge and spin = 3.6 kcal/mol
E_tot = -3358.285366 hartree

Results of the Löwdin charge analysis, in e, for atoms 1 through 6: -0.3009 -0.4332 -0.1804 -0.0596 0.0649 -0.0904

***

Record 2
Molecular formula: C3H7BS3
Method: DFT, ωB97M-V/def2-TZVPD

Structure (ORCA input):
```
! wB97M-V def2-TZVPD RIJCOSX def2/J DEFGRID3
* xyz 0 1
B -0.8468 1.8886 -0.2859
C -1.2498 -0.3989 1.5713
C 0.0703 -0.9691 1.9149
C 0.4623 1.4058 -2.9066
S -1.3540 1.4393 1.1913
S 1.1256 -1.5135 0.5173
S -0.4787 2.6785 -1.7796
H -1.6643 -0.9434 0.8135
H -1.9481 -0.3909 2.4853
H 0.5238 -0.3185 2.5770
H -0.1192 -1.9473 2.4694
H 1.3591 1.2517 -2.4517
H 0.4976 1.7074 -3.9227
H -0.0057 0.4547 -2.6977
*
```

Calculated values
energy above the lowest of the compared OMol25 structures with the same formula, charge and spin = 109.0 kcal/mol
E_tot = -1337.807487 hartree

Results of the Löwdin charge analysis, in e, for atoms 1 through 6: -0.9257 -0.4988 -0.7909 -0.2402 0.9756 0.3100

***

Record 3
Molecular formula: CH4NO
Method: DFT, ωB97M-V/def2-TZVPD

Structure (ORCA input):
```
! wB97M-V def2-TZVPD RIJCOSX def2/J DEFGRID3
* xyz 1 3
C 1.7661 0.2602 -0.0793
N -0.2020 -0.3186 0.0153
O 2.8164 -0.2054 0.0999
H 1.3486 1.2091 -0.3833
H -0.6064 -0.0208 -1.0047
H -0.0357 -1.2105 0.2384
H -0.5158 0.1920 0.8089
*
```

Calculated values
energy above the lowest of the compared OMol25 structures with the same formula, charge and spin = 15.6 kcal/mol
E_tot = -169.957992 hartree

Results of the Löwdin charge analysis, in e, for atoms 1 through 6: -0.1147 0.3319 0.2136 0.1353 0.2473 0.0645

***

Record 4
Molecular formula: C57H127N5O9
Method: DFT, ωB97M-V/def2-TZVPD

Structure (ORCA input):
```
! wB97M-V def2-TZVPD RIJCOSX def2/J DEFGRID3
* xyz 0 1
C -12.2726 -15.1961 0.9574
C -11.0760 -14.2636 0.7156
C -10.1708 -14.4760 1.9342
C -10.2926 -14.7629 -0.4750
C -11.0736 -14.5361 -1.7782
C -11.1821 -12.9938 -1.8457
C -11.9869 -12.3736 -0.6891
C -11.9419 -10.8566 -0.8151
C -13.4769 -12.7617 -0.8833
N -11.3633 -12.8272 0.5780
O -12.0830 -12.3228 1.6881
H -12.1153 -16.1354 1.4886
H -12.9810 -14.6937 1.6321
H -12.8924 -15.4751 0.1032
H -10.0671 -15.5197 2.2230
H -9.1904 -13.9980 1.8684
H -10.5860 -13.9875 2.8239
H -9.3436 -14.2500 -0.6566
H -10.0380 -15.8227 -0.3839
H -10.5377 -14.9609 -2.6237
H -12.0524 -15.0153 -1.7468
H -11.7239 -12.8521 -2.7878
H -10.1774 -12.5860 -1.9592
H -12.2311 -10.5277 -1.8177
H -10.9291 -10.4808 -0.6613
H -12.6814 -10.3535 -0.1911
H -13.6331 -13.8406 -0.9697
H -13.8609 -12.4436 -1.8538
H -14.1194 -12.3892 -0.0843
H -12.9936 -12.6337 1.5407
C -2.9214 -8.9395 -11.6486
C -4.1586 -8.5454 -10.8452
C -5.0531 -7.6476 -11.7352
C -4.9527 -9.8728 -10.5925
C -5.8689 -9.8933 -9.3763
C -5.1076 -9.3082 -8.1923
C -4.6805 -7.8301 -8.4375
C -5.9019 -6.9676 -8.5642
C -3.9146 -7.4859 -7.1461
N -3.7522 -7.9282 -9.5964
O -3.0882 -6.6881 -9.7910
H -2.1889 -9.4856 -11.0489
H -3.1002 -9.6246 -12.4805
H -2.4006 -8.0677 -12.0498
H -5.6684 -8.1632 -12.4724
H -5.7675 -7.0558 -11.1619
H -4.4028 -6.9389 -12.2527
H -5.4975 -10.1716 -11.4902
H -4.2282 -10.6900 -10.4887
H -6.7747 -9.2962 -9.5100
H -6.1875 -10.8972 -9.0901
H -4.2199 -9.8945 -7.9683
H -5.8070 -9.3083 -7.3500
H -6.5136 -6.9339 -7.6597
H -6.6259 -7.2015 -9.3475
H -5.6345 -5.9303 -8.7952
H -3.5528 -6.4548 -7.1794
H -3.0857 -8.1927 -7.1072
H -4.5702 -7.5278 -6.2795
H -2.2209 -6.8484 -9.4021
C -10.8607 -9.0696 -10.3812
C -11.4363 -7.7656 -9.7649
C -11.9214 -6.7625 -10.8380
C -12.7479 -8.1753 -9.0092
C -12.4828 -8.7667 -7.6529
C -11.5257 -7.9118 -6.8219
C -10.2170 -7.5776 -7.5069
C -9.5075 -6.4616 -6.7805
C -9.2639 -8.7872 -7.5483
N -10.4868 -7.0798 -8.8907
O -9.3500 -6.6906 -9.6134
H -9.8523 -8.8801 -10.7729
H -11.3066 -9.5024 -11.2795
H -10.8030 -9.8510 -9.6278
H -11.8981 -5.7515 -10.4333
H -12.9507 -7.0211 -11.0766
H -11.2764 -6.7506 -11.7172
H -13.4108 -7.3099 -8.9833
H -13.2603 -8.9823 -9.5400
H -12.0471 -9.7679 -7.7500
H -13.3926 -8.9395 -7.0723
H -11.2615 -8.4639 -5.9148
H -12.0705 -7.0270 -6.4828
H -8.5228 -6.2333 -7.1897
H -10.1398 -5.5750 -6.8485
H -9.3142 -6.7064 -5.7333
H -9.6754 -9.7695 -7.7685
H -8.3686 -8.5943 -8.1433
H -8.8548 -8.8810 -6.5329
H -9.0286 -7.5197 -10.0072
C -7.8665 -14.1050 -3.6801
C -8.5309 -14.1460 -5.0650
C -9.4802 -15.3625 -5.1527
C -9.3038 -12.8169 -5.3081
C -9.5078 -12.5732 -6.7843
C -8.2339 -12.5814 -7.6002
C -7.4855 -13.9202 -7.4469
C -8.1682 -15.0531 -8.2597
C -6.0181 -13.7504 -7.8362
N -7.3968 -14.2887 -6.0128
O -6.6463 -15.4412 -5.7814
H -7.3519 -15.0527 -3.5105
H -7.0526 -13.3798 -3.5953
H -8.5617 -13.8820 -2.8712
H -9.1124 -16.3170 -4.7752
H -10.4441 -15.1884 -4.6710
H -9.6741 -15.5511 -6.2104
H -10.2878 -13.1067 -4.9295
H -8.9292 -11.9725 -4.7334
H -10.2199 -13.3044 -7.1860
H -10.0582 -11.6472 -6.9863
H -7.6237 -11.7388 -7.2570
H -8.4053 -12.4104 -8.6651
H -9.2254 -14.8220 -8.4050
H -8.1353 -16.0004 -7.7290
H -7.7006 -15.1968 -9.2345
H -5.5100 -14.7124 -7.8174
H -5.5530 -13.1105 -7.0842
H -5.9336 -13.2702 -8.8146
H -5.7881 -15.1041 -5.4328
C -2.2292 -15.3478 -8.2474
C -0.8207 -14.8008 -8.6078
C 0.1858 -15.9374 -8.3944
C -0.7631 -14.5018 -10.1104
C -1.4673 -13.1915 -10.4948
C -0.8598 -12.0219 -9.6723
C -0.9888 -12.3158 -8.1865
C -0.1621 -11.2392 -7.4593
C -2.4481 -12.1434 -7.6939
N -0.4236 -13.6136 -7.8822
O -0.2644 -13.8698 -6.4933
H -2.9755 -14.5586 -8.3205
H -2.5042 -16.2745 -8.7491
H -2.2565 -15.6777 -7.1985
H 0.3660 -16.3607 -7.4025
H -0.0398 -16.8129 -9.0063
H 1.1698 -15.5449 -8.6673
H 0.2395 -14.3502 -10.5180
H -1.2146 -15.4059 -10.5250
H -1.3953 -13.0176 -11.5701
H -2.5360 -13.3712 -10.3381
H -1.4795 -11.1625 -9.9347
H 0.1552 -11.7602 -9.9678
H -0.4594 -10.2506 -7.8179
H 0.9047 -11.3101 -7.6721
H -0.3884 -11.2975 -6.3952
H -2.7289 -11.1310 -7.3982
H -2.7324 -12.7634 -6.8415
H -3.1463 -12.3587 -8.5086
H -1.0344 -14.4182 -6.2673
C -11.8334 -18.4334 -4.3592
C -13.1534 -17.7885 -3.9489
C -13.7923 -16.9618 -5.0740
O -14.1063 -18.8071 -3.6844
H -11.8801 -18.9009 -5.3461
H -11.5299 -19.2066 -3.6507
H -11.0008 -17.7354 -4.4719
H -13.0204 -17.1552 -3.0640
H -13.1704 -16.1083 -5.3397
H -14.8157 -16.6598 -4.8610
H -13.8739 -17.6720 -5.9005
H -13.7327 -19.5677 -3.2336
C -4.5452 -16.6746 -3.4688
C -3.9641 -15.2709 -3.4513
C -2.4328 -15.1948 -3.3783
O -4.4052 -14.5070 -4.5963
H -5.5935 -16.6948 -3.1792
H -4.0452 -17.2956 -2.7224
H -4.3395 -17.1199 -4.4447
H -4.3199 -14.8334 -2.5114
H -2.1173 -15.1117 -2.3373
H -2.0537 -14.2542 -3.7863
H -2.0068 -16.0182 -3.9516
H -4.1918 -13.5947 -4.3741
C -6.7716 -9.8903 -2.4095
C -6.5583 -9.5883 -0.9392
C -7.3291 -10.5142 -0.0219
O -5.1399 -9.7347 -0.7242
H -6.2414 -10.8133 -2.6569
H -6.5272 -9.1396 -3.1622
H -7.8188 -10.0939 -2.6587
H -6.8223 -8.5625 -0.6601
H -6.7281 -11.3703 0.2823
H -8.1564 -10.9656 -0.5848
H -7.8503 -10.0263 0.8005
H -4.9103 -9.2814 0.0925
C -7.5614 -18.9143 -4.9685
C -7.3196 -19.4809 -6.3630
C -7.5079 -20.9677 -6.5807
O -8.3186 -18.8582 -7.2264
H -8.5084 -19.2557 -4.5510
H -7.5148 -17.8259 -4.9584
H -6.7343 -19.2910 -4.3541
H -6.3524 -19.1230 -6.7280
H -6.9505 -21.5572 -5.8512
H -7.0841 -21.2021 -7.5601
H -8.5433 -21.2969 -6.6391
H -8.1188 -17.9158 -7.2037
*
```

Calculated values
energy above the lowest of the compared OMol25 structures with the same formula, charge and spin = 37.6 kcal/mol
E_tot = -3198.646383 hartree
structure (SMILES) = CC1(C)CCCC(C)(C)N1O.CC1(C)CCCC(C)(C)N1O.CC1(C)CCCC(C)(C)N1O.CC1(C)CCCC(C)(C)N1O.CC1(C)CCCC(C)(C)N1O.CC(C)O.CC(C)O.CC(C)O.CC(C)O

Results of the Löwdin charge analysis, in e, for atoms 1 through 6: -0.0328 -0.5129 -0.0432 -0.1458 -0.1674 -0.1342